Run i
Molecular formula: C4H7OP
Method: DFT, the ωB97M-V functional and the def2-TZVPD basis

Last column: Mulliken charge in e.
Geometry (Å):
C (0.951, 0.854, -0.419)  -0.6846
C (0.878, 0.611, 1.014)  -0.4323
C (0.645, -0.509, 0.004)  0.0064
C (-0.744, -0.966, -0.255)  -0.8051
O (-3.141, -0.082, 0.690)  -0.4627
P (-2.074, 0.342, -0.228)  0.2661
H (0.222, 1.447, -0.756)  0.3058
H (1.924, 1.138, -0.744)  0.2840
H (1.750, 0.291, 1.531)  0.2857
H (-0.006, 0.890, 1.565)  0.2242
H (1.495, -1.148, -0.168)  0.4236
H (-0.904, -2.015, -0.169)  0.4645
H (-0.996, -0.852, -2.066)  0.1245

Lowest unoccupied orbital energy   -0.298 eV
Gap between HOMO and LUMO   9.168 eV



Run ii
Molecular formula: C4H7OP
Method: DFT, the ωB97M-V functional and the def2-TZVPD basis

Last column: Mulliken charge in e.
Geometry (Å):
H (-2.068, -1.741, 2.120)  0.0332
P (-2.693, -0.784, 1.211)  0.0599
C (-1.368, -0.291, -0.209)  -0.1146
C (-2.037, 0.384, -1.227)  -0.0470
O (-3.259, 0.418, -1.268)  -0.5060
C (0.162, -0.542, -0.128)  -0.2996
C (0.868, 0.795, -0.075)  -1.0496
H (-1.410, 0.771, -1.980)  0.4031
H (0.373, -1.091, -1.066)  0.2591
H (0.504, -1.042, 0.880)  0.2749
H (1.975, 0.523, -0.075)  0.2811
H (0.816, 1.175, 0.948)  0.3231
H (0.481, 1.600, -0.680)  0.3823

Lowest unoccupied orbital energy (spin up / spin down)   -1.293 / -1.333 eV
Gap between HOMO and LUMO (spin up / spin down)   7.887 / 7.579 eV
SMILES   [H]/P=C(/C=O)CC



Run iii
Molecular formula: C4H7OP
Method: DFT, the ωB97M-V functional and the def2-TZVPD basis

Last column: Mulliken charge in e.
Geometry (Å):
C (1.392, -1.411, 0.145)  -0.6292
C (1.149, -0.152, 0.037)  0.4326
C (0.146, 0.827, -0.315)  -0.6728
C (1.540, 1.247, 0.334)  -0.6755
H (0.687, -2.170, -0.283)  0.2011
H (2.357, -1.857, 0.399)  0.2513
H (-0.827, 1.260, 0.258)  0.2197
H (0.094, 0.943, -1.328)  0.3204
H (2.293, 1.694, -0.217)  0.2700
H (1.550, 1.361, 1.329)  0.2741
O (-3.718, -0.261, 0.925)  -0.3838
P (-3.263, -0.030, -0.444)  0.3673
H (-3.402, -1.450, -0.840)  0.0249

Lowest unoccupied orbital energy   -0.889 eV
Gap between HOMO and LUMO   8.738 eV
SMILES   C=C1CC1.O=P



Verdict on stability: run i comes out at the bottom.



Run i
Molecular formula: C11H17N2
Method: DFT, the ωB97M-V functional and the def2-TZVPD basis

Last column: Löwdin spin population.
Geometry (Å):
C (1.122, 2.169, -1.358)  0.0218
C (1.210, -1.593, -0.558)  0.0800
C (1.385, -0.136, -0.172)  0.0262
C (1.172, 0.638, -1.369)  0.1786
C (0.933, -0.258, -2.415)  0.2910
C (1.187, -2.509, 0.552)  0.0062
C (1.415, -2.039, 1.897)  0.1659
C (1.687, 0.300, 1.174)  0.1159
C (1.567, -0.643, 2.170)  -0.0050
N (0.867, -1.625, -1.925)  0.0811
H (0.476, -2.402, -2.348)  0.0006
H (1.208, -3.510, 0.365)  -0.0018
H (0.807, 0.118, -3.445)  0.0088
H (1.419, -2.805, 2.737)  0.0055
H (1.816, 1.335, 1.259)  0.0066
H (0.461, 2.705, -0.673)  0.0040
H (0.992, 2.657, -2.396)  -0.0005
H (1.667, -0.265, 3.196)  -0.0026
H (2.202, 2.435, -1.040)  0.0118
C (-2.113, 0.016, -0.062)  0.0004
C (-2.641, 1.408, -0.247)  0.0002
N (-1.726, -0.193, 1.417)  0.0004
H (-2.693, -0.736, -0.529)  -0.0001
H (-1.208, 0.070, -0.669)  0.0022
H (-2.310, 1.843, -1.244)  0.0000
H (-2.272, 2.237, 0.537)  0.0001
H (-2.346, -0.737, 2.015)  0.0002
H (-0.675, -0.641, 1.546)  0.0024
H (-1.850, 0.745, 1.797)  0.0001
H (-3.759, 1.415, -0.213)  0.0000

Lowest unoccupied orbital energy (spin up / spin down)   -7.489 / -10.765 eV
<S²>   0.7825
Gap between HOMO and LUMO (spin up / spin down)   9.197 / 6.015 eV
Charge   +2
Spin multiplicity   2



Run ii
Molecular formula: C11H17N2
Method: DFT, the ωB97M-V functional and the def2-TZVPD basis

Last column: Löwdin spin population.
Geometry (Å):
C (0.403, -3.028, -0.954)  0.0002
C (1.711, -2.433, -1.521)  0.0005
N (0.297, -2.513, 0.468)  0.0002
H (-0.451, -2.648, -1.506)  0.0002
H (0.444, -4.113, -1.006)  0.0000
H (1.535, -1.362, -1.593)  0.0005
H (1.964, -2.870, -2.486)  0.0000
H (0.257, -1.488, 0.412)  -0.0001
H (-0.472, -2.912, 1.008)  0.0000
H (1.187, -2.720, 0.938)  0.0002
H (2.570, -2.690, -0.900)  0.0000
C (-0.639, 1.546, -2.605)  0.0490
C (-0.006, 1.141, -0.145)  0.0132
C (-0.967, 1.272, -1.185)  0.2629
C (-0.821, 0.744, 0.960)  0.0334
C (-2.283, 1.103, -0.693)  0.2160
C (1.888, 1.047, 1.356)  -0.0054
C (1.045, 0.549, 2.338)  0.0829
C (1.361, 1.294, 0.067)  0.1045
C (-0.335, 0.389, 2.191)  0.0304
N (-2.169, 0.955, 0.657)  0.1634
H (2.957, 1.059, 1.500)  -0.0020
H (1.509, 0.257, 3.274)  0.0033
H (2.081, 1.585, -0.689)  0.0048
H (-0.928, 0.109, 3.054)  0.0002
H (0.203, 0.916, -2.923)  0.0145
H (-0.137, 2.524, -2.630)  0.0201
H (-3.239, 1.043, -1.188)  0.0054
H (-2.873, 0.623, 1.320)  0.0025
H (-1.462, 1.375, -3.289)  -0.0005

Lowest unoccupied orbital energy (spin up / spin down)   -7.150 / -10.228 eV
<S²>   0.7666
Gap between HOMO and LUMO (spin up / spin down)   9.257 / 6.590 eV
Charge   +2
Spin multiplicity   2



Verdict on stability: run i comes out at the bottom.



Run i
Molecular formula: C2H6N2OS
Method: DFT, the ωB97M-V functional and the def2-TZVPD basis

Last column: Mulliken charge in e.
Geometry (Å):
C (-0.112, 1.175, -0.330)  -0.9776
C (-0.344, -1.013, -1.117)  -0.7311
N (0.026, -0.675, 1.305)  -0.2860
N (-0.663, -0.085, -0.035)  -0.0055
O (1.195, -0.614, 3.461)  -0.4214
S (0.779, 0.163, 2.352)  0.4322
H (-0.647, 1.568, -1.278)  0.3244
H (-0.267, 1.928, 0.465)  0.3449
H (0.902, 1.258, -0.615)  0.4262
H (0.680, -1.300, -1.043)  0.3164
H (-1.049, -1.990, -1.197)  0.2168
H (-0.499, -0.416, -1.969)  0.3608

Lowest unoccupied orbital energy   -0.205 eV
Gap between HOMO and LUMO   9.390 eV



Run ii
Molecular formula: C2H6N2OS
Method: DFT, the ωB97M-V functional and the def2-TZVPD basis

Last column: Mulliken charge in e.
Geometry (Å):
C (0.898, -0.793, -0.201)  -0.7633
C (0.995, 0.796, -0.013)  -0.3251
N (-2.299, -0.654, -1.282)  -0.0043
N (-0.223, 1.430, 0.195)  -0.3225
O (-2.395, -0.699, -0.095)  -0.1408
S (-1.495, 0.977, 0.960)  0.0650
H (1.063, -1.270, 0.752)  0.3199
H (-0.066, -1.037, -0.735)  0.1854
H (1.692, -0.962, -1.045)  0.2893
H (1.291, 1.177, -0.950)  0.2874
H (1.678, 1.082, 0.757)  0.2634
H (-1.137, -0.049, 1.657)  0.1456

Lowest unoccupied orbital energy (spin up / spin down)   -0.160 / -0.785 eV
Gap between HOMO and LUMO (spin up / spin down)   7.298 / 7.786 eV



Verdict on stability: run ii comes out at the bottom.



Run i
Molecular formula: C2H6N2OS
Method: DFT, the ωB97M-V functional and the def2-TZVPD basis

Last column: Mulliken charge in e.
Geometry (Å):
H (-1.810, -2.467, 0.038)  0.2452
N (-2.021, -1.446, -0.014)  -0.7103
C (-0.958, -0.687, -0.172)  0.3950
N (-1.265, 0.667, 0.060)  -0.2013
O (-0.385, 1.597, -0.587)  -0.4302
S (0.704, -1.243, -0.489)  -0.0798
C (1.828, -0.034, 0.200)  -0.7673
H (-2.248, 0.796, -0.236)  0.3099
H (-0.170, 2.226, 0.117)  0.3593
H (2.821, -0.508, 0.252)  0.3194
H (1.930, 0.878, -0.376)  0.2582
H (1.574, 0.221, 1.205)  0.3017

Lowest unoccupied orbital energy   0.648 eV
Gap between HOMO and LUMO   9.618 eV
SMILES   [H]/N=C(/NO)SC



Run ii
Molecular formula: C2H6N2OS
Method: DFT, the ωB97M-V functional and the def2-TZVPD basis

Last column: Mulliken charge in e.
Geometry (Å):
C (-1.417, -0.442, -0.040)  -0.9980
C (-0.083, -0.220, 0.313)  0.3986
H (-2.148, -1.084, 0.743)  0.2907
H (-1.401, -1.101, -1.196)  0.2606
H (-1.707, 0.748, -0.089)  0.2647
H (-0.102, 0.838, 2.024)  0.3446
H (1.503, 0.567, 0.342)  0.4993
H (1.768, 0.232, -2.367)  0.1375
N (0.519, -0.171, 1.652)  -0.2386
N (0.858, -0.161, -0.600)  -0.3692
O (1.685, 0.637, 1.472)  -0.4897
S (0.525, 0.159, -2.254)  -0.1004

Lowest unoccupied orbital energy   0.458 eV
Gap between HOMO and LUMO   9.333 eV



Run iii
Molecular formula: C2H6N2OS
Method: DFT, the ωB97M-V functional and the def2-TZVPD basis

Last column: Mulliken charge in e.
Geometry (Å):
N (-1.144, -0.809, -0.332)  -0.6117
C (0.142, -0.842, 0.363)  -0.5065
C (1.083, 0.280, -0.019)  0.2190
S (2.712, 0.145, -0.050)  -0.3684
N (0.448, 1.428, -0.157)  -0.1090
O (-0.859, 1.736, 0.214)  -0.4298
H (-1.014, -1.022, -1.309)  0.2055
H (-1.755, -1.505, 0.083)  0.2240
H (0.705, -1.752, 0.266)  0.3840
H (-0.020, -0.752, 1.478)  0.2800
H (1.028, 2.198, -0.447)  0.2266
H (-1.327, 0.895, -0.088)  0.4862

Lowest unoccupied orbital energy   0.534 eV
Gap between HOMO and LUMO   8.888 eV
SMILES   NCC(=S)NO



Run iv
Molecular formula: C2H6N2OS
Method: DFT, the ωB97M-V functional and the def2-TZVPD basis

Last column: Mulliken charge in e.
Geometry (Å):
C (2.281, -0.738, -0.091)  -0.5034
O (1.406, 0.388, -0.179)  -0.1653
N (0.069, -0.022, -0.260)  -0.4506
C (-0.755, 0.977, -0.132)  0.0467
N (-2.110, 0.804, -0.117)  -0.2405
S (-2.815, -0.717, -0.219)  -0.1487
H (3.249, -0.339, 0.121)  0.2508
H (2.300, -1.274, -1.021)  0.2479
H (1.969, -1.444, 0.703)  0.2373
H (-0.418, 2.002, 0.007)  0.3444
H (-2.654, 1.590, 0.192)  0.2500
H (-2.521, -1.229, 0.997)  0.1313

Lowest unoccupied orbital energy   0.770 eV
Gap between HOMO and LUMO   9.205 eV
SMILES   CO/N=C/NS



Verdict on stability: run ii comes out at the bottom.



Run i
Molecular formula: C10H15N3O
Method: DFT, the ωB97M-V functional and the def2-TZVPD basis

Last column: Mulliken charge in e.
Geometry (Å):
C (2.586, -1.397, -1.432)  -0.2753
C (1.942, -0.846, 0.649)  0.3775
C (-2.816, -0.070, -0.861)  -0.6234
C (-2.269, -1.407, -1.357)  -0.7166
C (0.234, 2.050, -0.911)  -1.3500
C (0.262, 1.935, 0.683)  0.1176
C (-1.945, -0.886, -0.034)  0.8220
C (0.249, 0.731, -0.179)  0.6294
C (1.460, 2.429, 1.504)  -1.4628
C (-1.943, -1.604, 1.274)  -1.1917
N (1.664, -0.508, -1.612)  -0.9193
N (2.711, -1.739, -0.091)  -0.1290
N (1.332, -0.147, -0.328)  0.8190
O (1.828, -0.844, 1.860)  -0.6542
H (3.072, -1.844, -2.173)  0.5371
H (-2.437, 0.713, -1.352)  0.1867
H (-3.953, 0.030, -0.673)  0.2282
H (-2.966, -2.185, -1.431)  0.3022
H (-1.628, -1.295, -2.112)  0.2725
H (-0.651, 2.311, -1.292)  0.2606
H (1.057, 2.364, -1.418)  0.3262
H (-0.576, 2.205, 1.279)  0.3466
H (1.744, 1.562, 1.953)  0.3235
H (1.019, 3.130, 2.125)  0.4553
H (2.301, 2.776, 0.892)  0.2622
H (-2.923, -2.073, 1.334)  0.4535
H (-1.758, -0.929, 2.222)  0.2010
H (-1.013, -2.157, 1.227)  0.2181
H (3.418, -2.306, 0.252)  0.1831

Lowest unoccupied orbital energy (spin up / spin down)   0.299 / 0.764 eV
Gap between HOMO and LUMO (spin up / spin down)   7.670 / 8.135 eV



Run ii
Molecular formula: C10H15N3O
Method: DFT, the ωB97M-V functional and the def2-TZVPD basis

Last column: Mulliken charge in e.
Geometry (Å):
C (1.990, 1.009, 1.416)  -1.2949
C (1.270, -0.339, 1.291)  0.0155
C (-0.072, -0.506, 1.932)  -1.0542
C (-0.136, -0.262, 0.442)  0.6111
N (-0.401, 1.096, -0.008)  0.9736
N (-0.983, 2.048, 0.794)  -0.8870
C (-0.880, 3.205, 0.189)  -0.1972
N (-0.170, 3.044, -0.997)  -0.0890
C (0.127, 1.732, -1.172)  0.2460
O (0.654, 1.183, -2.119)  -0.6408
C (-0.454, -1.368, -0.570)  0.6157
C (0.761, -1.812, -1.341)  -1.7598
C (-1.421, -2.545, -0.190)  -0.8781
C (-1.889, -1.534, -1.157)  -0.5634
H (2.659, 1.209, 0.644)  0.3496
H (2.555, 1.146, 2.322)  0.4147
H (1.168, 1.829, 1.337)  0.1684
H (1.938, -1.113, 1.083)  0.3618
H (-0.282, -1.457, 2.218)  0.4003
H (-0.448, 0.175, 2.648)  0.2783
H (-1.409, 4.149, 0.365)  0.3934
H (-0.056, 3.748, -1.742)  0.2758
H (1.406, -0.945, -1.538)  0.3390
H (0.462, -2.384, -2.223)  0.4786
H (1.328, -2.612, -0.828)  0.2927
H (-1.820, -2.583, 0.762)  0.2985
H (-1.260, -3.523, -0.603)  0.3279
H (-2.065, -1.695, -2.254)  0.2476
H (-2.573, -0.896, -0.700)  0.2761

Lowest unoccupied orbital energy   0.803 eV
Gap between HOMO and LUMO   9.192 eV
SMILES   C[C@H]1C[C@]1(n1nc[nH]c1=O)C1(C)CC1



Verdict on stability: run i comes out at the bottom.



Run i
Molecular formula: C5H8ClNS
Method: DFT, the ωB97M-V functional and the def2-TZVPD basis

Last column: Mulliken charge in e.
Geometry (Å):
C (-0.438, 2.773, -0.280)  -1.3103
C (0.772, 1.921, -0.117)  -0.1500
C (0.711, 0.687, 0.350)  0.4318
C (1.953, -0.052, 0.719)  -0.6533
Cl (2.167, -1.435, -0.431)  -0.1962
N (-0.446, -0.070, 0.529)  -0.1431
C (-1.488, -0.232, -0.332)  -0.1988
S (-2.826, -1.058, 0.035)  -0.3304
H (-1.317, 2.309, 0.195)  0.3590
H (-0.300, 3.745, 0.146)  0.3937
H (-0.668, 2.970, -1.333)  0.3126
H (1.740, 2.377, -0.301)  0.2799
H (1.982, -0.449, 1.741)  0.3689
H (2.800, 0.632, 0.528)  0.2872
H (-0.485, -0.637, 1.336)  0.2287
H (-1.313, 0.298, -1.273)  0.3202

Lowest unoccupied orbital energy   0.404 eV
Gap between HOMO and LUMO   9.060 eV
SMILES   C/C=C(/CCl)NC=S



Run ii
Molecular formula: C5H8ClNS
Method: DFT, the ωB97M-V functional and the def2-TZVPD basis

Last column: Mulliken charge in e.
Geometry (Å):
C (-0.014, -0.778, 0.527)  0.3737
C (1.446, -0.744, 1.212)  -0.5458
C (0.909, 0.365, 0.378)  -0.1045
C (-0.914, 0.835, -1.012)  -0.4748
C (-1.297, 0.048, 0.389)  -0.5639
H (1.431, -1.588, -1.646)  0.1396
H (1.911, -1.544, 0.795)  0.2797
H (1.509, -0.492, 2.251)  0.2522
H (0.518, 1.066, 1.140)  0.2107
H (0.967, 1.980, -0.939)  0.2911
H (-1.523, 1.757, -1.071)  0.3553
H (-1.249, -0.052, -1.804)  0.3352
H (-1.320, 0.754, 1.180)  0.3474
N (0.620, 0.965, -0.891)  -0.4665
S (-0.041, -1.967, -0.774)  -0.2568
Cl (-2.953, -0.605, 0.266)  -0.1727

Lowest unoccupied orbital energy   0.271 eV
Gap between HOMO and LUMO   8.790 eV



Verdict on stability: run ii comes out at the bottom.